# C3H3NO3

A single C3H3NO3 molecule (ωB97M-V/def2-TZVPD, the OMol25 dataset).

Last column: Löwdin charge in e.
Element x y z (Å)
O  0.666  -0.686  0.536  0.059
O  -1.936  -1.645  0.512  0.114
O  2.695  0.189  1.029  0.145
N  -0.058  1.194  -0.498  0.195
C  1.932  -0.186  0.202  -0.290
C  -1.704  -0.532  0.127  -0.167
C  -0.320  0.066  0.015  -0.402
H  -0.890  1.665  -0.845  0.070
H  2.111  -0.237  -0.880  0.150
H  -2.497  0.172  -0.199  0.128

Forces on atoms 1 to 6 (eV/Å):
-0.042 0.083 0.049
0.185 0.565 -0.182
-0.394 -0.387 -0.420
-0.194 -0.211 0.044
0.531 0.209 0.321
-0.149 -0.403 0.123

Total energy: -396.5594 hartree
Total charge: 0
Frontier orbital gap: 10.16 eV
ΔE to the lowest compared entry with this formula, charge and spin: 40.79 kcal/mol